The following is a DFT calculation (ωB97M-V with the def2-TZVPD basis set) of a 2-piece molecular cluster, C4H9NO overall.

Properties
Relative energy (zero: lowest compared OMol25 entry of this formula, charge and spin) = 35.2 kcal/mol
HOMO-LUMO gap = 0.389 Eh
Net charge = 0
Structure (SMILES) = C/C=N/C=O.C
LUMO level = 0.52 eV
Energy = -287.7764 a.u.

Atoms and positions in Å:
C -1.7441 0.9632 1.4244
C 0.7586 -0.7366 -0.8533
C -0.4622 -0.5701 -1.6941
N 1.2347 0.2062 -0.1421
C 2.4321 -0.0659 0.5438
O 3.3883 -0.6236 0.0616
H -2.3425 0.1660 0.9732
H -2.2610 1.9182 1.3040
H -1.6103 0.7549 2.4890
H 1.2472 -1.7201 -0.8676
H -0.2114 -0.7787 -2.7410
H -0.8637 0.4418 -1.6089
H -1.2291 -1.2963 -1.3999
H -0.7671 1.0110 0.9369
H 2.4303 0.3299 1.5738

Here are the natural (NBO) charges for atoms 1 to 4, given in e: atom 1 (C): -0.8640, atom 2 (C): 0.2097, atom 3 (C): -0.6798, atom 4 (N): -0.5092



The following is a DFT calculation (ωB97M-V with the def2-TZVPD basis set) of a 2-piece molecular cluster, C4H9NO overall in a non-equilibrium geometry.

Properties
Relative energy (zero: lowest compared OMol25 entry of this formula, charge and spin) = 60.8 kcal/mol
HOMO-LUMO gap = 0.334 Eh
Net charge = 0
Structure (SMILES) = C=CN.C=CO
LUMO level = 0.87 eV
Energy = -287.7356 a.u.

Atoms and positions in Å:
C -1.8967 -0.9141 -0.5157
C -2.0622 0.3133 0.0313
N -1.1586 1.3834 0.0529
H -1.0087 -1.2064 -1.0593
H -2.7057 -1.6737 -0.4991
H -3.0671 0.6028 0.4776
H -0.1640 1.1996 0.0997
H -1.4508 2.1188 0.7770
C 2.4450 0.1608 -0.7266
C 1.9435 -0.5870 0.2975
O 1.2423 -0.0278 1.3432
H 3.0693 -0.2864 -1.4776
H 2.1919 1.2693 -0.8229
H 2.0151 -1.6726 0.3492
H 0.6066 -0.6800 1.6727

Here are the natural (NBO) charges for atoms 1 to 4, given in e: atom 1 (C): -0.5594, atom 2 (C): 0.0146, atom 3 (N): -0.8274, atom 4 (H): 0.1975



The following is a DFT calculation (ωB97M-V with the def2-TZVPD basis set) of an isolated molecule of C4H9NO in a non-equilibrium geometry.

Properties
Relative energy (zero: lowest compared OMol25 entry of this formula, charge and spin) = 51.1 kcal/mol
HOMO-LUMO gap = 0.379 Eh
Net charge = 0
Structure (SMILES) = C[C@]1(CO)CN1
LUMO level = 0.88 eV
Energy = -287.7510 a.u.

Atoms and positions in Å:
C -1.2298 -0.3566 -0.7710
C -0.0997 0.2052 -0.0658
C 1.2900 0.2441 -0.7131
C -0.1562 0.0273 1.4308
H -2.0862 -0.4365 -0.0807
H -1.6018 0.3071 -1.6091
H -1.0122 -1.3961 -1.1561
H 1.9006 0.8183 -0.0188
H 1.2477 0.7263 -1.6779
H 1.9750 -1.3755 0.0118
H 0.7937 -0.0544 1.9816
H -0.9371 -0.5352 1.8823
H -1.4408 1.5459 0.8643
N -0.4280 1.3441 0.8211
O 1.7847 -1.0639 -0.8995

Here are the natural (NBO) charges for atoms 1 to 4, given in e: atom 1 (C): -0.6192, atom 2 (C): 0.0425, atom 3 (C): -0.0595, atom 4 (C): -0.2678



The following is a DFT calculation (ωB97M-V with the def2-TZVPD basis set) of an isolated molecule of C4H9NO.

Properties
Relative energy (zero: lowest compared OMol25 entry of this formula, charge and spin) = 31.5 kcal/mol
HOMO-LUMO gap = 0.388 Eh
Net charge = 0
Structure (SMILES) = C/N=C(\C)OC
LUMO level = 1.05 eV
Energy = -287.7822 a.u.

Atoms and positions in Å:
C -2.3721 -0.0680 0.0546
O -1.3004 0.8612 0.1036
C -0.0479 0.3627 -0.0109
N 0.1409 -0.8510 -0.3139
C 1.4847 -1.3936 -0.3690
C 0.9270 1.4589 0.3279
H -2.6364 -0.3140 -0.9785
H -3.2094 0.4277 0.5495
H -2.1004 -0.9895 0.5749
H 2.1679 -0.8156 -1.0068
H 1.9344 -1.4639 0.6310
H 1.4364 -2.4093 -0.7734
H 1.9612 1.1145 0.3578
H 0.8369 2.2799 -0.3900
H 0.6495 1.8585 1.3073

Here are the natural (NBO) charges for atoms 1 to 4, given in e: atom 1 (C): -0.2579, atom 2 (O): -0.5108, atom 3 (C): 0.5822, atom 4 (N): -0.5221



The following is a DFT calculation (ωB97M-V with the def2-TZVPD basis set) of an isolated molecule of C4H9NO in a non-equilibrium geometry.

Properties
Relative energy (zero: lowest compared OMol25 entry of this formula, charge and spin) = 56.9 kcal/mol
HOMO-LUMO gap = 0.391 Eh
Net charge = 0
Structure (SMILES) = C[C@H]1N[C@H]1CO
LUMO level = 1.00 eV
Energy = -287.7418 a.u.

Atoms and positions in Å:
C -1.3269 0.5958 0.4602
C -0.8315 -0.1328 -0.7775
N 0.3958 0.4244 -1.3679
C 0.4766 -0.7897 -0.5560
C 1.0401 -0.5327 0.8504
O 1.3190 0.8499 1.1160
H -1.9090 -0.1094 1.0721
H -0.4506 0.9865 1.0263
H -1.9308 1.4684 0.2305
H -1.5474 -0.5662 -1.4851
H 0.4630 0.1879 -2.3537
H 0.7467 -1.7215 -1.0593
H 1.9747 -1.0470 1.0353
H 0.2789 -0.9263 1.5558
H 1.3015 1.3127 0.2528

Here are the natural (NBO) charges for atoms 1 to 4, given in e: atom 1 (C): -0.6710, atom 2 (C): -0.0767, atom 3 (N): -0.6313, atom 4 (C): -0.1223



The following is a DFT calculation (ωB97M-V with the def2-TZVPD basis set) of a 2-piece molecular cluster, C4H9NO overall in a non-equilibrium geometry.

Properties
Relative energy (zero: lowest compared OMol25 entry of this formula, charge and spin) = 47.1 kcal/mol
HOMO-LUMO gap = 0.391 Eh
Net charge = 0
Structure (SMILES) = CC(N)=O.C=C
LUMO level = 0.87 eV
Energy = -287.7574 a.u.

Atoms and positions in Å:
C 1.5846 -0.8769 -0.5566
C 1.7197 0.2756 0.1327
C -1.2649 -0.2967 -0.0997
C -1.0690 1.2325 -0.4066
H 2.4207 -1.5297 -0.8139
H 0.6266 -1.3064 -0.7048
H 2.6958 0.7138 0.3638
H 0.8048 0.7997 0.4205
H -0.9888 -1.7667 1.3164
H -0.8735 -0.0975 1.9034
H -0.5294 1.1558 -1.4136
H -0.4337 1.7702 0.2988
H -2.0809 1.7307 -0.6395
N -1.0372 -0.7192 1.1842
O -1.5748 -1.0852 -0.9850

Here are the natural (NBO) charges for atoms 1 to 4, given in e: atom 1 (C): -0.3806, atom 2 (C): -0.3990, atom 3 (C): 0.6827, atom 4 (C): -0.7382



The following is a DFT calculation (ωB97M-V with the def2-TZVPD basis set) of an isolated molecule of C4H9NO in a non-equilibrium geometry.

Properties
Relative energy (zero: lowest compared OMol25 entry of this formula, charge and spin) = 57.0 kcal/mol
HOMO-LUMO gap = 0.308 Eh
Net charge = 0
Structure (SMILES) = C=C(O)N(C)C
LUMO level = 0.89 eV
Energy = -287.7416 a.u.

Atoms and positions in Å:
C -0.9950 1.2140 0.1280
N -0.4184 -0.0994 -0.0686
C -1.3462 -1.1833 -0.3267
C 0.9137 -0.2675 0.0569
O 1.3714 -1.5394 0.1104
C 1.9292 0.6578 0.1365
H -1.7907 1.1754 0.8835
H -0.2144 1.8950 0.4700
H -1.4186 1.5945 -0.8095
H -2.0504 -0.8889 -1.1147
H -1.9274 -1.4308 0.5735
H -0.7972 -2.0703 -0.6408
H 2.5749 0.5334 1.0028
H 1.8758 1.6330 -0.3106
H 2.2933 -1.2236 -0.0907

Here are the natural (NBO) charges for atoms 1 to 4, given in e: atom 1 (C): -0.4047, atom 2 (N): -0.4119, atom 3 (C): -0.4076, atom 4 (C): 0.5653



The following is a DFT calculation (ωB97M-V with the def2-TZVPD basis set) of an isolated molecule of C4H9NO.

Properties
Relative energy (zero: lowest compared OMol25 entry of this formula, charge and spin) = 58.5 kcal/mol
HOMO-LUMO gap = 0.377 Eh
Net charge = 0
Structure (SMILES) = CN(C)[C@H]1CO1
LUMO level = 1.13 eV
Energy = -287.7392 a.u.

Atoms and positions in Å:
C -0.9229 1.1931 0.1988
N -0.4245 -0.1646 0.3838
C -1.3342 -1.1494 -0.1930
C 0.8507 -0.2254 -0.2500
O 1.7903 -1.2038 0.1134
C 2.0958 0.1613 0.4016
H -1.9520 1.2700 0.5613
H -0.2991 1.8933 0.7640
H -0.9092 1.5041 -0.8650
H -1.5345 -0.9711 -1.2675
H -2.2898 -1.1262 0.3430
H -0.9031 -2.1483 -0.0860
H 2.1786 0.3680 1.4616
H 2.8287 0.6630 -0.2271
H 0.8251 -0.0643 -1.3387

Here are the natural (NBO) charges for atoms 1 to 4, given in e: atom 1 (C): -0.4191, atom 2 (N): -0.4371, atom 3 (C): -0.4214, atom 4 (C): 0.2049



The following is a DFT calculation (ωB97M-V with the def2-TZVPD basis set) of a 2-piece molecular cluster, C4H9NO overall in a non-equilibrium geometry.

Properties
Relative energy (zero: lowest compared OMol25 entry of this formula, charge and spin) = 140.6 kcal/mol
HOMO-LUMO gap = 0.279 Eh
Net charge = 0
LUMO level = -0.97 eV
Energy = -287.6085 a.u.

Atoms and positions in Å:
C 0.1648 0.4928 1.8978
C -0.2203 -0.5401 0.9637
N 0.4271 -0.4099 -0.3232
C -0.0716 -1.4203 -1.2791
C 0.2855 0.9111 -0.8131
O -0.9726 -1.4803 1.1383
H -0.4524 2.0180 0.7947
H 1.0033 1.1389 1.7059
H -0.1567 0.3332 2.9174
H 0.2369 -2.4375 -1.0807
H -1.1620 -1.3792 -1.3717
H 0.3652 -1.0757 -2.2175
H -0.5745 1.0362 -1.4725
H 1.2042 1.4338 -1.0768
H -0.0769 1.3790 0.2168

Here are the natural (NBO) charges for atoms 1 to 4, given in e: atom 1 (C): -0.5405, atom 2 (C): 0.5724, atom 3 (N): -0.4334, atom 4 (C): -0.4136



The following is a DFT calculation (ωB97M-V with the def2-TZVPD basis set) of an isolated molecule of C4H9NO in a non-equilibrium geometry.

Properties
Relative energy (zero: lowest compared OMol25 entry of this formula, charge and spin) = 84.9 kcal/mol
HOMO-LUMO gap = 0.373 Eh
Net charge = 0
Structure (SMILES) = CC/N=C(\C)O
LUMO level = 0.88 eV
Energy = -287.6972 a.u.

Atoms and positions in Å:
C -0.9840 -0.5533 0.7195
C 1.5424 0.9638 0.2712
C -2.0502 0.1216 -0.1027
C 0.9947 -0.2931 -0.2683
O 2.2436 -0.9264 -1.2300
N 0.2626 -1.2675 -0.3140
H 1.8445 -1.3073 -2.0267
H -1.3210 -1.4966 1.1453
H -0.6330 0.0519 1.5532
H 2.4892 0.7390 0.7654
H 0.8707 1.4498 0.9781
H 1.7510 1.6362 -0.5622
H -2.9462 0.2905 0.5056
H -1.7152 1.0902 -0.4832
H -2.3491 -0.4989 -0.9512

Here are the natural (NBO) charges for atoms 1 to 4, given in e: atom 1 (C): -0.2559, atom 2 (C): -0.7138, atom 3 (C): -0.6390, atom 4 (C): 0.5516



The following is a DFT calculation (ωB97M-V with the def2-TZVPD basis set) of an isolated molecule of C4H9NO.

Properties
Relative energy (zero: lowest compared OMol25 entry of this formula, charge and spin) = 6.4 kcal/mol
HOMO-LUMO gap = 0.387 Eh
Net charge = 0
Structure (SMILES) = CCC(=O)NC
LUMO level = 0.92 eV
Energy = -287.8222 a.u.

Atoms and positions in Å:
C 2.2705 -0.4119 -0.0631
C 1.1859 0.6490 0.1579
C -0.1591 0.0135 0.4817
O -0.3070 -0.6984 1.4628
N -1.1823 0.3035 -0.3715
C -2.5121 -0.2369 -0.1712
H 2.1226 -0.9467 -1.0099
H 3.2622 0.0538 -0.0893
H 2.2445 -1.1414 0.7524
H 1.4466 1.2589 1.0273
H 1.1241 1.3211 -0.7094
H -0.9904 0.8414 -1.2005
H -2.6651 -1.1782 -0.7143
H -2.6397 -0.4321 0.8949
H -3.2615 0.4902 -0.4975

Here are the natural (NBO) charges for atoms 1 to 4, given in e: atom 1 (C): -0.6002, atom 2 (C): -0.4862, atom 3 (C): 0.6732, atom 4 (O): -0.6352



The following is a DFT calculation (ωB97M-V with the def2-TZVPD basis set) of an isolated molecule of C4H9NO in a non-equilibrium geometry.

Properties
Relative energy (zero: lowest compared OMol25 entry of this formula, charge and spin) = 15.7 kcal/mol
HOMO-LUMO gap = 0.367 Eh
Net charge = 0
Structure (SMILES) = CC(=O)N(C)C
LUMO level = 0.85 eV
Energy = -287.8074 a.u.

Atoms and positions in Å:
C 1.6032 -0.3662 1.1411
C 0.1833 0.1535 1.0610
N -0.3877 0.1977 -0.1732
C 0.1475 -0.4789 -1.3674
C -1.7225 0.7436 -0.3058
O -0.3989 0.5544 2.0555
H 1.6006 -1.2476 1.7759
H 2.0047 -0.5959 0.1601
H 2.1999 0.3835 1.6512
H 0.4434 -1.5085 -1.1308
H 1.0622 0.0081 -1.7162
H -0.6163 -0.4777 -2.1290
H -2.4180 -0.0361 -0.6266
H -2.0009 1.1299 0.6622
H -1.7005 1.5403 -1.0581

Here are the natural (NBO) charges for atoms 1 to 4, given in e: atom 1 (C): -0.7090, atom 2 (C): 0.6807, atom 3 (N): -0.4369, atom 4 (C): -0.4115